{"formula": "C7H19BrNO3", "method": "the ωB97M-V functional and the def2-TZVPD basis", "total_energy_ha": -3132.534458, "charge": -1, "e_lumo_ev": 2.702, "multiplicity": 1, "largest_force_ev_per_a": 3.1, "homo_ev": -3.373, "elements": ["Br", "C", "O", "C", "C", "N", "C", "C", "O", "C", "H", "H", "H", "H", "H", "H", "H", "H", "H", "H", "H", "H", "H", "H", "H", "C", "O", "H", "H", "H", "H"], "coordinates": [[3.409388, 0.803593, 2.969893], [-3.215671, -1.332400, 2.775060], [-2.080628, -1.252706, 1.960378], [-1.796000, -2.484276, 1.200572], [-0.632238, -2.082450, 0.227639], [-0.953035, -1.063292, -0.741499], [-2.325565, -1.173658, -1.349965], [-2.396795, -0.182506, -2.449363], [-2.370859, 1.134813, -1.831956], [-2.290233, 2.287144, -2.605548], [-4.049966, -1.598087, 2.125881], [-3.403111, -0.452561, 3.390564], [-3.014831, -2.063349, 3.558318], [-2.619432, -2.935008, 0.646560], [-1.582736, -3.285431, 1.908217], [-0.302858, -2.949918, -0.344290], [0.207551, -1.897572, 0.897460], [-0.280663, -1.419677, -1.405583], [-3.182760, -1.136106, -0.677736], [-2.169802, -2.197395, -1.690215], [-3.366408, -0.200879, -2.946959], [-1.573143, -0.336679, -3.146462], [-3.103563, 2.233147, -3.329199], [-1.304089, 2.590054, -2.957498], [-2.679163, 3.139639, -2.048701], [8.014712, 3.250160, 0.849077], [7.719356, 1.897409, 0.987563], [9.010215, 3.272249, 0.405703], [7.237583, 3.767003, 0.286000], [8.177872, 3.705836, 1.825719], [6.916872, 1.962904, 1.510370]], "forces_ev_per_angstrom": [[0.142, 0.041, -0.029], [0.431, -0.822, 0.205], [0.372, -0.708, -1.236], [0.603, 1.547, 0.210], [-1.179, -1.758, 2.216], [-0.075, 1.094, 1.028], [2.457, -1.406, 0.448], [-0.651, 2.116, 0.056], [0.720, -0.944, 0.910], [-1.441, 0.170, -0.093], [-0.562, -0.031, 0.469], [0.184, 0.579, -0.797], [-0.417, -0.756, -0.014], [-0.747, 0.741, -0.167], [0.805, 0.032, 0.160], [-0.252, -0.915, 0.246], [0.133, 0.920, -0.289], [-0.287, 1.179, -1.184], [0.497, 0.326, 0.319], [-1.575, -0.385, -0.994], [-0.014, -0.503, -0.507], [0.059, 0.195, -0.185], [0.470, -0.052, -1.210], [0.063, -0.491, -0.404], [0.368, -0.095, 0.809], [1.332, 0.212, 0.062], [-0.658, -0.268, 0.369], [-0.174, 0.444, -0.616], [0.248, 0.310, -0.157], [-0.359, 0.354, 0.199], [-0.494, -1.128, 0.177]], "lowdin_charge": [-0.971, -0.134, -0.188, -0.182, -0.211, -0.055, -0.190, -0.201, -0.194, -0.137, 0.081, 0.086, 0.078, 0.094, 0.111, 0.104, 0.124, 0.098, 0.119, 0.113, 0.116, 0.121, 0.077, 0.088, 0.080, -0.203, -0.117, 0.072, 0.080, 0.072, 0.070]}



{"formula": "C7H13NO2", "method": "the ωB97M-V functional and the def2-TZVPD basis", "total_energy_ha": -479.643915, "e_lumo_ev": [-1.211, -1.212], "multiplicity": 1, "largest_force_ev_per_a": 1.8, "homo_ev": [-7.268, -7.268], "elements": ["C", "C", "C", "C", "C", "C", "N", "C", "O", "O", "H", "H", "H", "H", "H", "H", "H", "H", "H", "H", "H", "H", "H"], "coordinates": [[-0.844702, 0.091146, -1.209346], [0.645688, 0.899777, 0.478845], [0.936140, -1.186574, -1.076073], [-0.677260, 1.237415, -0.290616], [-1.965022, -0.857513, -1.051948], [0.591908, 1.413333, 1.907823], [0.220073, -0.226240, -1.980215], [1.011378, -0.644212, 0.503896], [-0.097756, -1.327311, 1.172056], [2.153460, -0.925490, 0.983084], [0.340072, -1.859559, 1.845263], [0.831573, 0.577288, -2.115395], [1.488771, 1.366744, -0.039634], [1.966629, -1.224020, -1.414001], [0.486737, -2.173237, -1.090287], [-1.521160, 1.309323, 0.391084], [-0.563847, 2.185552, -0.822567], [-1.910786, -1.668328, -1.777782], [-1.941786, -1.260920, -0.031322], [-2.907393, -0.313230, -1.173248], [-0.230613, 0.945933, 2.448961], [0.465118, 2.495110, 1.935228], [1.522778, 1.145014, 2.406195]], "forces_ev_per_angstrom": [[0.383, 0.314, -0.292], [0.188, -0.496, 0.411], [0.967, -0.575, 1.448], [-0.334, 0.089, -0.279], [0.217, -0.190, -0.176], [-0.076, 0.049, -0.210], [-1.341, 0.740, 0.420], [0.121, -0.182, -1.772], [-0.623, 0.027, 0.110], [0.430, -0.021, 0.481], [0.200, 0.055, -0.007], [-0.083, -0.036, 0.205], [-0.103, -0.006, -0.083], [0.037, -0.072, -0.171], [-0.085, -0.068, -0.107], [-0.097, 0.036, -0.021], [-0.004, 0.012, -0.028], [0.017, 0.057, 0.073], [0.064, 0.117, -0.053], [0.110, 0.082, 0.036], [-0.020, -0.004, -0.008], [-0.003, 0.107, 0.061], [0.033, -0.036, -0.041]], "lowdin_charge": [-0.216, -0.260, -0.035, -0.069, 0.008, -0.057, 0.082, -0.724, -0.053, -0.110, 0.097, 0.137, 0.143, 0.121, 0.114, 0.126, 0.138, 0.100, 0.103, 0.109, 0.082, 0.077, 0.088]}